2 unconnected molecules or ions with the total composition C4H9NO at a distorted geometry. Source: the OMol25 dataset; level of theory: ωB97M-V/def2-TZVPD.

Relative energy (zero: lowest compared OMol25 entry of this formula, charge and spin) in kcal/mol: 79.56
Energy in Eh: -287.705671
Structure (SMILES): C=CO.C=NC

Cartesian coordinates (Å):
C (2.223, 0.634, -1.225)
C (1.855, 0.305, 1.042)
N (2.341, -0.192, -0.015)
H (2.853, 1.513, -1.011)
H (1.311, 1.120, -1.598)
H (2.713, 0.102, -2.037)
H (2.191, -0.019, 2.025)
H (1.075, 1.085, 0.984)
C (-2.720, 0.504, -0.603)
C (-1.863, -0.426, -0.188)
O (-1.878, -0.999, 1.055)
H (-2.384, 1.153, -1.396)
H (-3.586, 0.744, 0.000)
H (-0.917, -0.517, -0.716)
H (-1.002, -1.111, 1.393)

Atoms 1-2, force components in eV/Å:
0.9863 0.4841 -0.2916
-0.6283 -0.0060 -0.4587



A molecular structure, C35H66Cl3F12LiN7O4P at a distorted geometry. Source: the OMol25 dataset; level of theory: ωB97M-V/def2-TZVPD.

Energy in Eh: -4985.204152

Cartesian coordinates (Å):
C (3.730, 2.831, 6.223)
C (2.716, 3.019, 5.064)
C (2.752, 1.852, 4.061)
C (3.318, 2.215, 2.690)
N (2.739, 3.467, 2.188)
N (2.217, 3.436, 0.882)
C (2.986, 3.745, -0.371)
C (4.526, 3.825, -0.415)
C (5.117, 2.784, -1.419)
C (4.870, 3.274, -2.876)
C (3.797, 2.483, -3.611)
C (3.798, 2.722, -5.138)
C (4.018, 1.440, -5.943)
C (2.719, 0.694, -6.228)
C (3.050, -0.673, -6.843)
C (1.835, -1.615, -6.902)
O (2.178, -2.907, -6.424)
C (2.119, -2.981, -5.016)
C (0.926, 3.196, 0.860)
N (0.208, 2.998, 1.992)
C (-1.034, 2.852, 1.604)
N (-2.025, 2.667, 2.508)
C (-2.441, 3.689, 3.160)
C (-3.493, 3.438, 4.177)
C (-1.960, 5.095, 2.971)
N (-1.150, 2.901, 0.257)
C (-2.332, 2.799, -0.527)
F (-3.356, 2.461, 0.231)
F (-2.215, 1.862, -1.483)
C (-2.694, 4.191, -1.233)
F (-1.782, 5.174, -0.887)
F (-2.736, 4.087, -2.559)
F (-3.869, 4.621, -0.820)
N (0.127, 3.111, -0.250)
C (0.366, 3.197, -1.661)
N (0.902, 1.970, -2.196)
C (0.218, 1.424, -3.382)
H (4.375, 1.978, 6.059)
H (3.207, 2.741, 7.168)
H (4.366, 3.709, 6.295)
H (2.928, 3.969, 4.590)
H (1.728, 3.065, 5.507)
H (3.362, 1.052, 4.467)
H (1.750, 1.450, 3.937)
H (4.390, 2.269, 2.734)
H (3.100, 1.414, 1.998)
H (3.356, 4.260, 2.269)
H (2.577, 4.706, -0.709)
H (2.722, 3.011, -1.129)
H (5.031, 3.749, 0.541)
H (4.793, 4.793, -0.835)
H (6.154, 2.592, -1.227)
H (4.571, 1.864, -1.294)
H (4.529, 4.311, -2.850)
H (5.784, 3.218, -3.461)
H (2.808, 2.778, -3.258)
H (3.874, 1.409, -3.450)
H (2.827, 3.119, -5.439)
H (4.518, 3.484, -5.422)
H (4.431, 1.727, -6.908)
H (4.704, 0.767, -5.439)
H (2.129, 1.230, -6.969)
H (2.143, 0.533, -5.319)
H (3.792, -1.143, -6.204)
H (3.434, -0.558, -7.849)
H (1.523, -1.761, -7.930)
H (0.989, -1.233, -6.327)
H (1.146, -3.321, -4.662)
H (2.357, -2.010, -4.577)
H (2.881, -3.677, -4.681)
H (-4.039, 2.575, 3.832)
H (-4.148, 4.290, 4.296)
H (-3.001, 3.142, 5.101)
H (-0.896, 5.193, 3.160)
H (-2.473, 5.726, 3.685)
H (-2.189, 5.466, 1.974)
H (-0.535, 3.429, -2.242)
H (1.117, 3.984, -1.897)
H (1.000, 1.275, -1.472)
H (0.966, 0.954, -4.011)
H (-0.246, 2.191, -3.991)
H (-0.468, 0.635, -3.088)
Cl (-3.478, 0.125, 4.432)
C (-4.556, -0.164, 5.833)
C (-4.274, 0.802, 6.946)
Cl (-2.686, 0.505, 7.717)
H (-4.440, -1.197, 6.149)
H (-5.577, -0.024, 5.483)
H (-5.033, 0.691, 7.716)
H (-4.295, 1.829, 6.591)
C (-0.048, -7.977, -0.542)
C (0.439, -7.813, -1.979)
C (0.562, -6.353, -2.407)
C (-0.751, -5.566, -2.399)
C (-1.858, -6.150, -3.275)
C (-1.499, -6.188, -4.759)
H (-1.047, -7.562, -0.408)
H (-0.092, -9.034, -0.275)
H (0.627, -7.480, 0.157)
H (-0.223, -8.357, -2.658)
H (1.422, -8.283, -2.070)
H (1.007, -6.312, -3.405)
H (1.271, -5.847, -1.744)
H (-0.542, -4.541, -2.728)
H (-1.121, -5.483, -1.374)
H (-2.756, -5.538, -3.149)
H (-2.125, -7.153, -2.935)
H (-1.273, -5.185, -5.130)
H (-2.330, -6.584, -5.343)
H (-0.632, -6.823, -4.947)
F (-8.356, 2.595, 9.086)
P (-7.493, 2.448, 7.701)
F (-7.963, 1.504, 6.426)
F (-6.217, 2.954, 8.622)
F (-6.549, 3.247, 6.585)
F (-8.695, 3.447, 7.198)
F (-7.113, 0.927, 8.240)
C (-3.389, -8.144, 2.939)
C (-3.215, -6.870, 2.148)
O (-3.449, -7.299, 0.817)
C (-4.303, -8.367, 0.893)
O (-4.910, -8.806, -0.023)
O (-4.363, -8.845, 2.161)
F (-1.951, -6.390, 2.242)
H (-2.467, -8.725, 2.981)
H (-3.747, -7.971, 3.950)
H (-3.921, -6.078, 2.403)
Li (-0.084, 5.526, -1.954)
Cl (5.980, 0.807, 0.429)

Atoms 1-2, force components in eV/Å:
-0.2637 0.6330 -0.3792
0.6290 -0.7664 0.5744



A molecular structure, C32H28AsN4O4S3Ta at a distorted geometry. Source: the OMol25 dataset; level of theory: ωB97M-V/def2-TZVPD.

Relative energy (zero: lowest compared OMol25 entry of this formula, charge and spin) in kcal/mol: 36.31
Total charge: +2
Energy in Eh: -5243.042936

Cartesian coordinates (Å):
Ta (1.563, -0.426, -0.181)
S (1.541, 0.927, 1.794)
C (0.555, 2.395, 1.652)
C (0.554, 3.285, 2.722)
C (-0.199, 4.444, 2.643)
C (-0.946, 4.721, 1.504)
C (-0.945, 3.834, 0.440)
C (-0.201, 2.660, 0.516)
As (-0.101, 1.381, -0.937)
C (-1.965, 0.867, -1.201)
C (-2.245, 0.054, -2.299)
C (-3.541, -0.375, -2.526)
C (-4.553, -0.009, -1.647)
C (-4.267, 0.785, -0.547)
C (-2.973, 1.231, -0.318)
C (0.152, 2.693, -2.374)
C (-0.896, 3.065, -3.208)
C (-0.723, 4.125, -4.087)
C (0.483, 4.809, -4.127)
C (1.533, 4.425, -3.303)
C (1.370, 3.365, -2.428)
H (1.143, 3.061, 3.603)
H (-0.199, 5.138, 3.473)
H (-1.530, 5.629, 1.449)
H (-1.516, 4.033, -0.459)
H (-1.445, -0.226, -2.977)
H (-3.768, -0.997, -3.382)
H (-5.567, -0.343, -1.823)
H (-5.058, 1.060, 0.139)
H (-2.755, 1.849, 0.543)
H (-1.837, 2.535, -3.161)
H (-1.534, 4.417, -4.740)
H (0.604, 5.651, -4.795)
H (2.473, 4.958, -3.343)
H (2.177, 3.065, -1.766)
N (4.062, 0.630, -0.726)
N (4.568, -0.004, -1.859)
C (3.762, -0.479, -2.814)
N (4.305, -0.971, -3.914)
S (2.065, -0.414, -2.705)
H (4.327, 1.610, -0.730)
H (4.442, 0.205, 0.114)
H (5.569, -0.040, -1.992)
H (5.301, -0.978, -4.076)
H (3.709, -1.355, -4.629)
S (-0.299, -1.857, -0.225)
C (-1.632, -1.731, 0.934)
C (-2.597, -2.731, 0.834)
C (-3.623, -2.773, 1.765)
C (-3.687, -1.823, 2.775)
C (-2.735, -0.814, 2.848)
C (-1.705, -0.758, 1.925)
H (-2.529, -3.468, 0.046)
H (-4.368, -3.554, 1.703)
H (-4.482, -1.867, 3.506)
H (-2.789, -0.066, 3.628)
H (-0.966, 0.026, 1.983)
O (2.501, -2.388, -0.507)
C (2.666, -2.287, 0.741)
O (3.007, -1.118, 1.162)
C (2.273, -3.306, 1.733)
C (2.670, -3.160, 3.066)
C (2.110, -3.960, 4.045)
C (1.105, -4.859, 3.715)
C (0.737, -5.003, 2.387)
C (1.331, -4.267, 1.382)
N (-0.385, -5.888, 2.030)
O (-0.588, -6.076, 0.845)
O (-1.017, -6.375, 2.941)
H (3.421, -2.424, 3.318)
H (2.426, -3.868, 5.074)
H (0.610, -5.455, 4.469)
H (1.048, -4.439, 0.356)

Atoms 1-2, force components in eV/Å:
0.9813 -0.8799 -0.4473
-0.2648 0.0501 -0.6132



Question: Among the records above, which one has the lowest energy?
Answer: C32H28AsN4O4S3Ta